C7H17BHfN6O2Si as an isolated structure, computed with ωB97M-V with the def2-TZVPD basis set.

Its net charge is +2. As for the total energy: -1117.5940 a.u. As for the highest occupied orbital energy: -0.5794 Ha. The largest force on an atom is 0.51 eV/A. The value obtained for the HOMO-LUMO gap is 6.992 eV. Its energy above the lowest of the compared OMol25 structures with the same formula, charge and spin is 0.0 kJ/mol.

Structure (XYZ):
```
35
Properties=species:S:1:pos:R:3:mulliken_charge:R:1
Hf -0.228 -1.873 0.298 1.13
N -1.077 0.366 -0.457 -0.61
N -2.480 0.488 -0.307 -0.14
C -3.162 -0.501 0.288 0.75
N -4.467 -0.532 0.344 -0.31
N -2.323 -1.427 0.815 -0.44
N -2.666 -2.717 1.086 1.42
O -3.757 -3.121 1.265 -0.50
O -1.598 -3.414 1.132 -0.66
H -0.627 1.153 0.018 0.34
H -0.851 0.447 -1.452 0.35
H -2.933 1.329 -0.641 0.19
H -5.047 0.155 -0.120 0.24
H -4.932 -1.268 0.860 0.22
B 0.932 -3.566 -3.871 -0.01
C 0.434 -2.957 -2.619 0.45
N 0.013 -2.439 -1.630 -0.58
H 0.707 -2.731 -4.720 0.00
H 0.300 -4.579 -4.046 0.01
H 2.112 -3.769 -3.715 0.00
C 4.635 -3.712 2.709 -0.92
Si 3.835 -2.207 3.437 0.08
C 4.885 -0.685 3.405 -0.92
C 3.014 -2.529 5.069 -0.92
C 2.390 -1.814 2.242 0.86
C 1.457 -1.566 1.474 -0.95
H 5.490 -3.990 3.328 0.32
H 5.005 -3.515 1.702 0.32
H 3.955 -4.564 2.676 0.32
H 5.749 -0.817 4.061 0.33
H 4.336 0.190 3.756 0.32
H 5.263 -0.482 2.402 0.32
H 3.783 -2.755 5.811 0.32
H 2.334 -3.380 5.024 0.32
H 2.465 -1.652 5.417 0.32
```